Model i:
14
Properties=species:S:1:pos:R:3 method="wB97M-V/def2-TZVPD" spin_multiplicity=2 total_charge=+2 homo_lumo_gap_ev="11.8 / 5.6"
C 0.14 -0.36 -1.30
N -0.01 -1.76 -1.23
H -0.39 -0.06 -2.15
H 1.30 -0.12 -1.32
H 0.52 -2.37 -0.65
H -0.54 -2.30 -1.96
C 0.12 0.93 2.09
C 0.33 1.28 0.84
N -0.48 0.37 -0.13
H 0.58 1.37 2.98
H -0.80 0.37 2.36
H 1.33 1.35 0.40
H -0.73 -0.44 0.51
H -1.37 0.86 -0.47

***

Model ii:
14
Properties=species:S:1:pos:R:3 method="wB97M-V/def2-TZVPD" spin_multiplicity=2 total_charge=+2 homo_lumo_gap_ev="8.1 / 7.0"
C 1.04 1.07 1.11
C 1.01 -0.12 0.21
C -0.07 -0.67 -0.37
N -3.09 -0.12 -0.41
N 2.20 -0.48 -0.36
H 1.23 1.97 0.51
H 1.90 1.06 1.78
H 0.12 1.09 1.69
H -0.05 -1.62 -0.92
H -3.26 0.22 -1.37
H -3.87 -0.58 0.07
H -2.15 -0.53 -0.23
H 2.42 -1.44 -0.64
H 2.57 0.16 -1.07

***

Stability check: which of them is least stable? model ii.

***

Model i:
9
Properties=species:S:1:pos:R:3 method="wB97M-V/def2-TZVPD" spin_multiplicity=1 smiles=OCCF homo_lumo_gap_ev=11.6
O -0.40 0.98 1.09
C -0.37 -0.04 0.12
C 1.08 -0.44 -0.13
F 1.49 -1.38 0.77
H -1.30 1.11 1.39
H -0.81 0.31 -0.82
H -0.92 -0.93 0.46
H 1.20 -0.88 -1.13
H 1.73 0.43 -0.01

***

Model ii:
9
Properties=species:S:1:pos:R:3 method="wB97M-V/def2-TZVPD" spin_multiplicity=1 homo_lumo_gap_ev="9.3 / 9.3"
C 0.98 -0.20 -0.06
C -0.44 -0.02 -0.01
O -0.85 0.95 0.84
F -1.16 0.03 -1.20
H 1.28 0.37 -0.99
H 1.40 0.30 0.80
H 1.45 -1.24 -0.21
H -1.22 -1.74 0.41
H -1.43 1.55 0.42

***

Stability check: which of them is least stable? model ii.

***

Model i:
20
Properties=species:S:1:pos:R:3 method="wB97M-V/def2-TZVPD" spin_multiplicity=1 smiles="C=C=C(C)N.COC=O" homo_lumo_gap_ev=9.4
C -1.61 -1.73 -1.67
C -1.21 -0.87 -0.78
C -1.38 0.07 0.17
C -2.08 1.36 -0.20
N -1.49 -0.28 1.54
H -2.67 -1.91 -1.81
H -0.96 -2.21 -2.38
H -2.90 1.22 -0.90
H -2.46 1.89 0.67
H -1.39 2.02 -0.72
H -0.60 -0.24 2.01
H -1.96 -1.17 1.68
C 3.41 -0.32 -0.02
O 1.99 -0.26 -0.06
C 1.39 0.85 0.65
O 0.92 1.75 0.03
H 3.83 0.44 -0.69
H 3.80 -0.11 0.98
H 3.74 -1.33 -0.27
H 1.63 0.82 1.73

***

Model ii:
20
Properties=species:S:1:pos:R:3 method="wB97M-V/def2-TZVPD" spin_multiplicity=1 homo_lumo_gap_ev=9.5
C 1.77 -2.35 1.07
C 0.80 1.01 1.16
C -1.06 1.87 -1.48
N 0.48 -0.21 0.43
C 0.23 -0.44 -0.82
C -1.26 0.57 -0.81
C -2.40 -0.03 -0.46
O 2.00 -1.04 0.62
O 0.40 -1.19 -1.73
H 1.36 -2.99 0.28
H 1.09 -2.38 1.94
H 2.73 -2.79 1.39
H 1.63 1.52 0.66
H -0.08 1.65 1.26
H 1.10 0.72 2.17
H -0.70 2.63 -0.79
H -0.34 1.79 -2.30
H -2.00 2.24 -1.93
H -3.36 0.41 -0.71
H -2.41 -0.98 0.05

***

Stability check: which of them is least stable? model ii.

***

Model i:
20
Properties=species:S:1:pos:R:3 method="wB97M-V/def2-TZVPD" spin_multiplicity=1 homo_lumo_gap_ev=10.0
C 0.52 1.80 -1.09
C -0.02 0.52 -0.43
C -1.37 0.82 0.22
C -0.17 -0.57 -1.50
C 0.97 0.08 0.61
N 1.00 -0.89 1.42
C 0.06 -1.94 1.60
O -0.98 -2.13 1.04
O 0.56 -2.71 2.56
H 0.63 2.60 -0.36
H 1.48 1.62 -1.57
H -0.18 2.15 -1.85
H -2.06 1.20 -0.53
H -1.80 -0.09 0.65
H -1.27 1.57 1.01
H 0.79 -0.81 -1.95
H -0.84 -0.22 -2.28
H -0.59 -1.47 -1.07
H 1.85 0.73 0.71
H 1.41 -2.26 2.81

***

Model ii:
20
Properties=species:S:1:pos:R:3 method="wB97M-V/def2-TZVPD" spin_multiplicity=1 homo_lumo_gap_ev="8.6 / 8.6"
C -2.48 -1.23 -0.68
C -2.05 -0.93 0.73
C -0.80 0.28 -0.76
C 0.92 1.64 0.37
C 1.30 -1.00 0.15
C 0.73 0.32 -0.46
N -1.46 -0.72 -1.49
O -3.62 -1.50 -0.99
O -3.07 -0.64 1.56
H -1.13 -1.47 1.13
H -1.42 1.25 -0.73
H 1.95 1.81 0.43
H 0.56 1.54 1.43
H 0.46 2.40 -0.23
H 0.81 -1.34 0.98
H 2.32 -0.89 0.41
H 0.99 -1.88 -0.49
H 1.31 0.47 -1.52
H -1.18 -1.08 -2.44
H -3.91 -0.58 1.06

***

Model iii:
20
Properties=species:S:1:pos:R:3 method="wB97M-V/def2-TZVPD" spin_multiplicity=1 smiles="C=C[C@@H](NOC)C(=C)O" homo_lumo_gap_ev=8.6
C 1.92 1.06 1.67
C 0.83 1.53 1.08
C 0.31 1.07 -0.25
N 1.19 0.13 -0.90
O 0.42 -1.21 -0.31
C -0.09 -2.25 -1.12
C -1.08 0.31 -0.09
C -1.65 -0.04 1.08
O -1.90 0.42 -1.19
H 2.50 0.27 1.22
H 2.24 1.44 2.63
H 0.16 2.20 1.61
H 0.13 1.94 -0.90
H 0.96 0.08 -1.90
H -1.08 -1.98 -1.51
H -0.21 -3.13 -0.49
H 0.61 -2.47 -1.93
H -2.72 -0.18 1.15
H -1.04 -0.19 1.96
H -1.50 1.01 -1.84

***

Stability check: which of them is least stable? model iii.